Record 1
C26H34MoNS | wB97M-V/def2-TZVPD

Results
LUMO (spin up / spin down) = -3.51 / -3.46 eV
ΔE to the lowest compared entry with this formula, charge and spin = 1.4 kcal per mole
Orbital gap (spin up / spin down) = 6.8 / 6.9 eV
E = -1532.04419 Eh
Molecular weight = 488.57 u

ORCA input file:
```
! wB97M-V def2-TZVPD RIJCOSX def2/J DEFGRID3
* xyz 1 3
C -0.149 2.249 -0.155
C -0.414 1.618 -1.417
C 0.792 0.907 -1.822
C 1.766 1.078 -0.803
C 1.171 1.855 0.272
Mo -0.147 -0.075 0.214
C 0.779 -3.040 -0.280
C 0.473 -2.105 0.910
H -0.254 -2.538 1.613
C 1.360 -1.099 1.457
H 2.381 -1.015 1.060
H 1.302 -0.885 2.532
C 0.602 -4.516 0.149
H -0.448 -4.716 0.425
H 0.883 -5.213 -0.661
H 1.237 -4.728 1.027
C 2.214 -2.831 -0.804
H 2.356 -1.790 -1.137
H 2.946 -3.045 -0.008
H 2.430 -3.495 -1.659
C -1.612 1.875 -2.292
H -2.558 1.762 -1.735
H -1.583 2.906 -2.695
H -1.636 1.185 -3.149
C 0.980 0.214 -3.142
H 0.043 -0.249 -3.492
H 1.306 0.934 -3.917
H 1.739 -0.581 -3.079
C 3.218 0.699 -0.868
H 3.409 -0.071 -1.632
H 3.818 1.590 -1.135
H 3.601 0.330 0.099
C 1.895 2.352 1.492
H 2.735 1.688 1.754
H 2.304 3.368 1.328
H 1.221 2.396 2.363
C -1.068 3.187 0.575
H -0.863 3.196 1.657
H -0.939 4.219 0.194
H -2.123 2.904 0.438
C -1.238 -1.750 -1.186
C -0.218 -2.711 -1.410
C -2.201 -1.456 -2.174
C -0.144 -3.294 -2.689
H -1.519 -1.504 -0.111
C -2.118 -2.064 -3.430
H -3.007 -0.755 -1.942
C -1.079 -2.977 -3.685
H 0.647 -4.019 -2.911
H -2.856 -1.836 -4.205
H -1.006 -3.457 -4.667
S -1.917 -0.319 2.033
C -1.764 1.027 2.934
N -0.672 1.230 3.725
C -0.570 2.329 4.524
C -1.597 3.274 4.559
C -2.732 3.077 3.772
C -2.823 1.947 2.959
H 0.105 0.537 3.738
H 0.309 2.470 5.140
H -1.518 4.146 5.194
H -3.541 3.795 3.795
H -3.711 1.791 2.358
*
```



Record 2
C26H34N4O2S2 | wB97M-V/def2-TZVPD

Results
LUMO = 0.21 eV
Orbital gap = 8.2 eV
E = -2177.09484 Eh
Molecular weight = 498.72 u

ORCA input file:
```
! wB97M-V def2-TZVPD RIJCOSX def2/J DEFGRID3
* xyz 0 1
C 1.316 -3.035 -6.050
C 2.221 -1.852 -5.686
N 2.445 -1.647 -4.270
C 3.366 -2.587 -3.653
C 4.790 -2.034 -3.664
C 1.262 -1.356 -3.500
C 1.595 -0.334 -2.400
N 0.470 -0.132 -1.513
C 0.291 -0.896 -0.409
S 1.448 -2.176 -0.073
C 0.619 -2.924 1.355
C 0.573 -2.024 2.588
O -0.401 -1.983 3.305
N 1.724 -1.376 2.826
C 1.945 -0.524 3.970
C 2.529 0.828 3.554
C 1.558 1.692 2.796
C 1.770 2.060 1.540
C 0.899 3.007 0.774
C -0.421 3.288 1.486
C -0.190 3.462 2.980
C 0.347 2.155 3.557
N -0.679 -0.785 0.432
C -1.615 0.152 0.173
C -1.563 0.943 -0.962
S -2.905 2.041 -1.087
C -3.545 1.445 0.429
C -4.695 1.884 1.069
C -5.030 1.311 2.280
C -4.235 0.318 2.856
C -3.094 -0.128 2.225
C -2.747 0.435 0.998
C -0.484 0.845 -1.899
O -0.320 1.487 -2.914
H 0.316 -2.894 -5.647
H 1.242 -3.121 -7.131
H 1.717 -3.967 -5.659
H 3.199 -1.987 -6.153
H 1.786 -0.931 -6.086
H 3.059 -2.764 -2.619
H 3.353 -3.557 -4.168
H 4.824 -1.081 -3.143
H 5.128 -1.875 -4.684
H 5.468 -2.730 -3.176
H 0.510 -0.910 -4.154
H 0.824 -2.255 -3.031
H 1.826 0.625 -2.867
H 2.452 -0.672 -1.813
H 1.191 -3.826 1.582
H -0.397 -3.191 1.067
H 2.476 -1.452 2.157
H 2.637 -1.023 4.660
H 0.982 -0.404 4.468
H 3.424 0.656 2.950
H 2.834 1.355 4.462
H 2.655 1.720 1.015
H 0.712 2.616 -0.230
H 1.455 3.943 0.644
H -0.891 4.175 1.059
H -1.100 2.447 1.344
H 0.534 4.262 3.150
H -1.123 3.734 3.477
H 0.599 2.283 4.613
H -0.432 1.388 3.495
H -5.304 2.657 0.628
H -5.920 1.641 2.793
H -4.520 -0.102 3.808
H -2.457 -0.885 2.655
*
```



Record 3
C26H34N4O5 | wB97M-V/def2-TZVPD

Results
LUMO = 0.42 eV
ΔE to the lowest compared entry with this formula, charge and spin = 4.1 kcal per mole
Orbital gap = 8.9 eV
E = -1606.47758 Eh
Molecular weight = 482.58 u

ORCA input file:
```
! wB97M-V def2-TZVPD RIJCOSX def2/J DEFGRID3
* xyz 0 1
C -1.696 -3.996 -2.263
C -1.766 -3.141 -1.005
C -2.802 -2.020 -1.155
N -2.866 -1.165 0.010
C -3.784 -1.561 1.065
C -5.235 -1.186 0.751
C -5.393 0.307 0.492
C -2.047 -0.118 0.239
O -2.034 0.502 1.284
C -1.127 0.288 -0.923
N -0.264 1.370 -0.505
C 1.051 1.038 -0.269
O 1.472 -0.069 -0.565
N 1.863 2.005 0.267
C 3.239 1.656 0.621
C 4.240 2.019 -0.476
C 4.262 1.031 -1.647
C 5.265 -0.109 -1.443
C 5.079 -0.920 -0.169
O 5.932 -0.986 0.692
N 3.926 -1.625 -0.112
C 3.581 -2.412 1.060
C 2.202 -2.116 1.543
C 1.047 -2.835 1.437
C 0.036 -2.053 2.046
C 0.650 -0.916 2.469
O 1.958 -0.949 2.175
C 1.469 3.307 0.556
O 2.257 4.108 1.013
C 0.068 3.608 0.273
C -0.414 4.891 0.535
C -1.733 5.201 0.298
C -2.581 4.221 -0.206
C -2.120 2.949 -0.473
C -0.784 2.620 -0.232
H -1.401 -3.395 -3.120
H -2.664 -4.446 -2.476
H -0.968 -4.793 -2.139
H -0.786 -2.709 -0.795
H -2.036 -3.766 -0.152
H -2.577 -1.430 -2.046
H -3.790 -2.464 -1.298
H -3.703 -2.640 1.225
H -3.465 -1.040 1.971
H -5.590 -1.747 -0.117
H -5.846 -1.478 1.606
H -4.967 0.881 1.311
H -6.444 0.567 0.391
H -4.882 0.592 -0.425
H -1.708 0.590 -1.798
H -0.472 -0.544 -1.192
H 3.473 2.228 1.521
H 3.268 0.594 0.851
H 5.232 2.059 -0.023
H 4.000 3.022 -0.832
H 4.549 1.561 -2.558
H 3.263 0.627 -1.806
H 5.206 -0.796 -2.291
H 6.276 0.302 -1.407
H 3.166 -1.395 -0.735
H 3.645 -3.479 0.818
H 4.327 -2.174 1.826
H 0.935 -3.802 0.991
H -0.999 -2.300 2.156
H 0.270 -0.044 2.962
H 0.281 5.617 0.929
H -2.110 6.191 0.503
H -3.619 4.453 -0.391
H -2.812 2.214 -0.848
*
```